(1)
C4H4ClNS in the gas phase in a non-equilibrium geometry. Source: OMol25; level of theory: the ωB97M-V functional and the def2-TZVPD basis.

Calculated values
HOMO = -8.88 eV
E_LUMO = 0.60 eV
Orbital gap = 9.48 eV
Energy relative to the best compared isomer or geometry (same formula, charge and spin) = 4.337 eV
SMILES = Cl[C@@H]1[C@@H]2C=NS[C@@H]12
2S+1 = 1

Each line ends with the natural charge from an NBO analysis.
Cartesian coordinates (Å):
Cl -0.19901 0.84769 -2.70932  0.0098
S -1.37870 -0.85281 1.28556  0.4755
N 0.15659 -1.57374 1.44270  -0.5550
C -0.82942 -0.15268 -0.23887  -0.4354
C 1.09303 -0.85681 0.82117  0.0849
C -0.37691 1.09472 -0.98216  -0.1522
C 0.49961 0.50801 0.16516  -0.3434
H -0.61624 2.07893 -0.77054  0.2368
H -0.66117 -1.04358 -0.88632  0.2322
H 2.19347 -1.17718 0.76540  0.2308
H 0.11876 1.12745 1.10722  0.2159


(2)
C4H4ClNS in the gas phase in a non-equilibrium geometry. Source: OMol25; level of theory: the ωB97M-V functional and the def2-TZVPD basis.

Calculated values
HOMO (spin up / spin down) = -8.55 / -8.55 eV
E_LUMO (spin up / spin down) = 0.18 / 0.18 eV
Orbital gap (spin up / spin down) = 8.73 / 8.73 eV
Energy relative to the best compared isomer or geometry (same formula, charge and spin) = 2.593 eV
2S+1 = 1

Each line ends with the natural charge from an NBO analysis.
Cartesian coordinates (Å):
Cl 2.49888 0.04369 0.66779  0.0408
S 0.36760 2.11507 -1.26394  0.1109
N -1.58514 -0.30963 -0.73992  -0.3251
C 0.85794 -0.19030 0.21041  -0.0590
C -1.36648 -0.84945 0.36664  -0.0169
C -0.04021 -0.83473 0.97070  -0.2626
C 0.39739 0.39190 -1.05425  -0.2872
H 0.23061 2.41342 0.02997  0.1267
H 0.19551 -1.33007 1.89748  0.2299
H -2.18165 -1.33556 0.89781  0.1917
H 0.62554 -0.11435 -1.98269  0.2508


(3)
A molecular structure, C4H4CoO5 in a non-equilibrium geometry. Source: OMol25; level of theory: the ωB97M-V functional and the def2-TZVPD basis.

Calculated values
HOMO (spin up / spin down) = -11.89 / -15.80 eV
E_LUMO (spin up / spin down) = -3.72 / -5.62 eV
Total charge = +1
Orbital gap (spin up / spin down) = 8.17 / 10.19 eV
Energy relative to the best compared isomer or geometry (same formula, charge and spin) = 0.000 eV
2S+1 = 5

Each line ends with the natural charge from an NBO analysis.
Cartesian coordinates (Å):
Co -0.85092 2.03445 3.00228  0.9472
O -2.46071 0.89558 2.25059  -0.6226
O -2.21980 -0.84467 0.69840  -0.4575
O 0.91624 -0.90031 0.36628  -0.4224
O -0.03917 0.83353 -0.57028  -0.4393
O -0.11320 0.60636 1.67317  -0.8307
C 0.08210 0.10087 0.51215  1.0386
C -2.27444 -0.08539 1.61780  1.0954
C 0.70518 0.24080 -1.65487  -0.1069
C 1.35895 -0.97779 -1.00405  -0.1078
H 1.00728 -1.92950 -1.41517  0.2241
H 1.43007 0.98257 -2.00520  0.2270
H 0.00606 -0.01418 -2.45668  0.2251
H 2.45237 -0.94234 -1.01442  0.2297


(4)
A molecular structure, C4H4CrLiO5 in a non-equilibrium geometry. Source: OMol25; level of theory: the ωB97M-V functional and the def2-TZVPD basis.

Calculated values
HOMO (spin up / spin down) = -23.02 / -23.18 eV
E_LUMO (spin up / spin down) = -17.80 / -17.70 eV
Total charge = +3
Orbital gap (spin up / spin down) = 5.22 / 5.48 eV
2S+1 = 5

Each line ends with the natural charge from an NBO analysis.
Cartesian coordinates (Å):
Cr 1.36402 0.58022 0.50422  1.5865
O -1.86947 0.21831 0.41121  -0.4317
O 2.77680 -1.08793 0.50005  -0.6467
O 3.21547 0.82050 1.50505  -0.4199
O -2.15521 -1.86594 0.00604  -0.5918
O -0.07959 -1.03060 -0.08767  -0.7972
C -1.28818 1.41512 -0.02849  0.1073
C 3.49388 -0.34121 1.20517  1.1939
C -0.62497 1.46001 -1.18738  -0.4979
C -1.29596 -0.92739 0.17262  1.0799
Li 1.65476 -2.58782 0.40203  0.9871
H -2.81091 -1.67129 -0.68109  0.5734
H -0.29945 2.38644 -1.66223  0.3182
H -0.69081 0.40924 -1.75872  0.2576
H -1.39039 2.22232 0.69919  0.2812


(5)
A molecular structure, C4H4CrO12 in a non-equilibrium geometry. Source: OMol25; level of theory: the ωB97M-V functional and the def2-TZVPD basis.

Calculated values
HOMO (spin up / spin down) = -8.95 / -9.47 eV
E_LUMO (spin up / spin down) = -1.42 / -4.76 eV
Orbital gap (spin up / spin down) = 7.53 / 4.71 eV
2S+1 = 5

Each line ends with the natural charge from an NBO analysis.
Cartesian coordinates (Å):
Cr 18.46700 -1.82295 -21.92657  1.4748
O 18.80413 -3.86919 -21.35555  -0.3688
O 16.50804 -0.59400 -21.96515  -0.6754
O 19.72678 -2.13176 -23.82968  -0.6959
O 20.34538 -1.46437 -20.97654  -0.7311
O 16.97455 -3.27089 -21.19867  -0.3530
O 18.22324 0.29753 -22.37118  -0.6759
O 17.32170 -5.34519 -20.43651  -0.5863
O 17.76254 -2.17365 -23.84447  -0.7027
O 18.78627 -1.36138 -19.72011  -0.6931
O 16.41246 1.62970 -22.10976  -0.6307
O 18.91396 -2.91727 -25.75529  -0.6374
O 20.79546 -0.78073 -18.86497  -0.6508
C 18.78569 -2.49458 -24.51183  0.9701
C 17.70205 -4.22978 -20.89651  0.9732
C 16.99644 0.48102 -22.26846  0.9769
C 19.98321 -1.21938 -19.81159  0.9819
H 21.56035 -0.51615 -19.38125  0.5030
H 17.14583 2.22579 -22.27842  0.4990
H 16.39143 -5.25794 -20.21612  0.5266
H 18.02219 -3.09336 -26.06404  0.4955


(6)
A molecular structure, C4H4CsLiMgO2 in a non-equilibrium geometry. Source: OMol25; level of theory: the ωB97M-V functional and the def2-TZVPD basis.

Calculated values
HOMO = -11.88 eV
E_LUMO = -7.41 eV
Total charge = +2
Orbital gap = 4.48 eV
2S+1 = 1

Each line ends with the natural charge from an NBO analysis.
Cartesian coordinates (Å):
Cs 0.00840 6.39752 0.24501  0.9984
Mg 0.07784 0.05365 2.01383  1.7758
O -1.25051 2.41886 -0.91810  -0.8067
O 1.14495 -1.51795 1.89613  -1.0056
C 0.96890 -1.94251 -0.42835  -0.6638
C -1.30541 1.34981 -0.30009  0.4873
C 1.34735 -2.27547 0.85276  0.2490
C -1.01604 0.21138 0.19440  -0.9075
Li -1.58733 2.50337 -2.81551  0.9846
H 1.44645 -1.04366 -0.83882  0.1893
H -2.19077 -0.07487 0.14566  0.3149
H 1.62300 -3.32012 1.06760  0.1656
H 0.73318 -2.76002 -1.11451  0.2188


(7)
A molecular structure, C4H4CsLiO2 in a non-equilibrium geometry. Source: OMol25; level of theory: the ωB97M-V functional and the def2-TZVPD basis.

Calculated values
HOMO = -4.77 eV
E_LUMO = -0.73 eV
Orbital gap = 4.03 eV
Energy relative to the best compared isomer or geometry (same formula, charge and spin) = 1.689 eV
2S+1 = 1

Each line ends with the Löwdin charge.
Cartesian coordinates (Å):
Cs -0.92052 1.77244 -2.77323  0.8867
O -0.78366 -2.51748 0.20110  -0.2723
O -0.83818 1.60049 0.44797  -0.2075
C 0.23813 -1.78024 -0.02326  -0.3832
C 1.20900 0.68438 -0.53862  -0.2307
C 0.15296 -0.41072 -0.17861  -0.3794
C 0.34145 0.80539 0.65575  -0.4656
Li -2.01349 -1.06062 0.24852  0.7372
H 0.66599 0.73235 1.70062  0.1332
H 2.24007 0.37734 -0.30577  0.0157
H 1.13001 -2.27146 -0.47431  0.1094
H -1.42174 2.06813 1.03984  0.0565


(8)
A molecular structure, C4H4CuO5 in a non-equilibrium geometry. Source: OMol25; level of theory: the ωB97M-V functional and the def2-TZVPD basis.

Calculated values
HOMO (spin up / spin down) = -9.86 / -9.36 eV
E_LUMO (spin up / spin down) = -0.08 / -3.41 eV
Orbital gap (spin up / spin down) = 9.77 / 5.94 eV
Energy relative to the best compared isomer or geometry (same formula, charge and spin) = 2.351 eV
2S+1 = 2

Each line ends with the natural charge from an NBO analysis.
Cartesian coordinates (Å):
Cu -1.31477 -0.14108 0.47500  1.0358
O 2.72253 0.60912 -0.07549  -0.4861
O -2.41434 -0.57022 2.04657  -0.8559
O -3.23138 -0.31228 0.09377  -0.7400
O 3.09189 -0.19642 -2.13588  -0.5811
O 1.01675 -0.05977 -1.28833  -0.5044
C 0.40346 0.62109 -0.13276  -0.2590
C -3.54542 -0.72909 1.22986  0.4412
C 1.58300 0.62210 0.82021  -0.1335
C 2.33291 0.10155 -1.24647  0.9593
H 0.25165 1.66024 -0.47670  0.1876
H -3.01648 -0.25807 2.84019  0.5410
H 1.66213 -0.27736 1.44804  0.1869
H 1.63534 1.51680 1.44996  0.2081


(9)
A molecular structure, C4H4CuO5 in a non-equilibrium geometry. Source: OMol25; level of theory: the ωB97M-V functional and the def2-TZVPD basis.

Calculated values
HOMO (spin up / spin down) = -8.93 / -9.48 eV
E_LUMO (spin up / spin down) = -1.65 / -2.02 eV
Orbital gap (spin up / spin down) = 7.29 / 7.47 eV
Energy relative to the best compared isomer or geometry (same formula, charge and spin) = 0.836 eV
2S+1 = 2

Each line ends with the natural charge from an NBO analysis.
Cartesian coordinates (Å):
Cu -1.79351 1.53274 -0.09136  0.9252
O 0.65770 2.04222 3.08501  -0.4764
O 0.72576 -1.52376 0.03444  -0.5216
O 0.10694 -1.37554 2.14118  -0.6403
O -0.07177 0.41901 0.80103  -0.9345
O -0.96654 2.62326 1.58298  -0.7086
C 0.79622 -0.94171 -1.26320  -0.1594
C 0.24728 -0.80911 1.07561  0.9747
C -0.03076 2.09781 2.13200  1.0876
C -0.51911 -0.80284 -1.93688  -0.3369
H 1.32633 0.02372 -1.21397  0.2022
H 1.44409 -1.62656 -1.83777  0.2142
H -1.33774 -1.47822 -1.67632  0.1928
H -0.58492 -0.18102 -2.83276  0.1812


(10)
A molecular structure, C4H4EuO2 in a non-equilibrium geometry. Source: OMol25; level of theory: the ωB97M-V functional and the def2-TZVPD basis.

Calculated values
HOMO (spin up / spin down) = -8.81 / -10.89 eV
E_LUMO (spin up / spin down) = -5.99 / -5.97 eV
Total charge = +1
Orbital gap (spin up / spin down) = 2.82 / 4.92 eV
2S+1 = 9

Each line ends with the natural charge from an NBO analysis.
Cartesian coordinates (Å):
Eu -3.75001 0.77497 -0.64110  1.5766
O -1.06839 0.29334 -0.48246  -0.8228
O 3.87664 -0.87930 0.62962  -0.4995
C 2.62344 0.53089 -0.67148  -0.2358
C 3.80173 -0.32731 -0.45057  0.3375
C 1.26992 0.29704 -0.05939  -0.2466
C 0.04726 0.76376 -0.62772  0.2086
H 4.68645 -0.19341 -1.10185  0.1415
H 1.22292 -0.47254 0.71435  0.2190
H 0.32110 1.85055 -0.21197  0.1177
H 2.79864 1.50413 -1.14066  0.2039